# C4H13N2OS

2 unconnected molecules or ions with the total composition C4H13N2OS (ωB97M-V/def2-TZVPD, the Open Molecules 2025 dataset).

## Properties
Kohn-Sham gap (eV): 6.38
Total charge: -1
Multiplicity: 1
LUMO level (hartree): 0.132

Atoms and positions in Å:
H 1.331 0.576 -0.675
H -2.450 2.001 -0.413
H 0.438 1.086 1.621
H -1.042 -1.387 1.197
H 3.197 -0.612 0.901
N 0.797 -1.117 0.494
H -1.345 -1.569 -1.368
C -0.577 0.639 1.528
H -0.708 -0.062 -1.644
C -0.584 -0.556 0.598
C -1.203 -0.594 -0.829
N 3.030 -0.698 -0.110
O -1.778 2.371 -0.968
H -1.253 1.390 1.134
H -1.414 1.772 -1.544
C 1.661 -0.407 -0.520
S -3.152 -0.278 -0.562
H -0.900 0.299 2.502
H 1.504 -0.813 -1.494
H 3.701 0.034 -0.315
H 0.749 -2.075 0.466

Atom charges from the Löwdin analysis, given in e for atoms 1 to 5: 0.090 -0.087 0.077 0.117 0.058

---

# C4H13N2S

2 unconnected molecules or ions with the total composition C4H13N2S (ωB97M-V/def2-TZVPD, the Open Molecules 2025 dataset).

## Properties
Kohn-Sham gap (eV): 6.52
Total charge: -1
Multiplicity: 1
LUMO level (hartree): 0.145

Atoms and positions in Å:
H 0.579 1.824 0.923
H 0.697 3.542 0.535
H -1.753 3.569 0.527
H 0.017 3.023 2.102
C 0.127 -2.973 -0.129
H 1.807 -3.988 -0.641
H -0.776 -2.648 -0.654
N 1.014 -3.583 -1.120
H 1.585 -2.083 1.190
H -0.830 2.771 -1.619
N -1.278 2.678 0.502
H -2.332 1.950 -1.157
C 0.716 -1.762 0.600
H -0.046 -1.365 1.282
H 1.366 -2.807 -1.678
S 1.255 -0.470 -0.567
C -1.300 2.129 -0.855
H -0.760 1.163 -0.868
H -0.158 -3.753 0.591
C 0.072 2.783 1.036

Atom charges from the Löwdin analysis, given in e for atoms 1 to 5: 0.011 0.066 0.073 0.061 -0.431

---

# C4H13N2S

2 unconnected molecules or ions with the total composition C4H13N2S (ωB97M-V/def2-TZVPD, the Open Molecules 2025 dataset).

## Properties
Kohn-Sham gap (eV): 6.80
Total charge: -1
Multiplicity: 1
LUMO level (hartree): 0.149

Atoms and positions in Å:
H -1.088 0.323 -3.181
H -0.260 1.843 -0.655
H 3.144 -0.525 0.461
S -0.432 -0.880 -1.182
C -1.999 1.391 -1.531
C 0.611 -0.992 2.549
H 1.476 -2.297 1.103
C -1.565 0.097 -2.220
H -2.464 1.094 -0.587
H -0.216 -0.724 1.895
H 0.286 -1.788 3.221
H 1.601 -0.255 0.045
H -0.431 2.518 -2.110
N 2.234 -0.315 0.852
H -2.772 1.917 -2.113
N -0.927 2.337 -1.243
C 1.786 -1.427 1.687
H 2.629 -1.739 2.311
H 0.868 -0.116 3.142
H -2.483 -0.461 -2.447

Atom charges from the Löwdin analysis, given in e for atoms 1 to 5: 0.026 0.020 0.041 0.231 -0.434

---

# C4H13N2S

C4H13N2S in the gas phase (ωB97M-V/def2-TZVPD, the Open Molecules 2025 dataset).

## Properties
Kohn-Sham gap (alpha / beta) (eV): 3.93 / 9.77
<S²>: 0.75
Multiplicity: 2
LUMO level (alpha / beta) (hartree): 0.024 / 0.016

Atoms and positions in Å:
H 0.432 -1.208 -2.428
H -1.796 0.880 -0.642
N -2.403 0.545 1.486
H -3.000 1.462 1.630
C 1.113 -1.163 -1.511
H 1.918 0.344 -0.288
H 0.813 0.987 -1.367
S 2.716 -1.256 -2.394
H 2.697 -0.038 -2.948
H 0.618 0.855 1.902
N 0.316 -0.016 1.664
H -0.878 1.802 0.496
H 1.303 -0.433 1.726
H -0.200 -0.408 2.492
C -1.403 0.883 0.321
H -3.071 -0.049 0.998
H -0.503 -1.184 0.201
C 0.916 0.070 -0.698
H 0.714 -1.974 -0.960
C -0.302 -0.098 0.319

Atom charges from the Löwdin analysis, given in e for atoms 1 to 5: 0.085 0.092 -0.010 0.109 -0.608

---

# C4H13N2S

C4H13N2S in the gas phase (ωB97M-V/def2-TZVPD, the Open Molecules 2025 dataset).

## Properties
Kohn-Sham gap (alpha / beta) (eV): 2.39 / 8.64
<S²>: 0.75
Multiplicity: 2
LUMO level (alpha / beta) (hartree): 0.006 / 0.010

Atoms and positions in Å:
H -1.001 1.284 0.874
S 0.902 3.584 1.144
H 0.716 -2.699 -1.441
H -0.811 -0.245 -2.006
H 0.035 3.157 2.095
H -1.968 -1.110 0.211
H 2.039 1.421 0.282
H 1.449 1.425 1.926
C 1.212 1.758 0.896
H -1.416 -0.653 1.602
N -1.105 -1.156 0.753
H -0.418 1.557 -0.658
C 0.065 -0.340 -0.043
H -0.437 -2.667 -2.460
H 0.924 -0.835 0.425
H -0.856 -2.092 1.073
C -0.057 1.180 0.307
H 0.939 -0.547 -1.930
N -0.175 -2.233 -1.581
C -0.040 -0.790 -1.469

Atom charges from the Löwdin analysis, given in e for atoms 1 to 5: 0.037 0.554 0.060 0.115 -0.182

---

# C4H13N2S2

A molecular structure, C4H13N2S2 (ωB97M-V/def2-TZVPD, the Open Molecules 2025 dataset).

## Properties
Kohn-Sham gap (alpha / beta) (eV): 8.87 / 6.23
<S²>: 2.01
Total charge: +1
Multiplicity: 3
LUMO level (alpha / beta) (hartree): -0.092 / -0.247

Atoms and positions in Å:
H -2.249 2.135 -0.008
H 0.405 0.482 -0.593
H 2.126 2.202 -0.520
C 2.804 0.383 0.115
H 2.973 -1.656 0.834
H 1.571 1.795 0.962
C -2.661 -1.564 0.028
H -2.127 -2.444 0.376
H 1.723 -0.697 1.659
N 1.783 1.428 0.039
H -3.580 1.044 -0.452
H 3.159 0.187 -0.902
H -3.671 -1.572 0.429
N -0.031 -0.450 -0.752
H -2.674 -1.537 -1.056
C -2.501 1.164 -0.423
S 0.937 -1.629 -0.390
H 3.674 0.673 0.720
C 2.211 -0.893 0.705
H -2.076 1.057 -1.418
S -1.796 -0.108 0.647

Atom charges from the Löwdin analysis, given in e for atoms 1 to 5: 0.053 -0.026 0.101 -0.303 0.084

---

# C4H13N2Si

A gas-phase ion, C4H13N2Si (charge +1) (ωB97M-V/def2-TZVPD, the Open Molecules 2025 dataset).

## Properties
Kohn-Sham gap (alpha / beta) (eV): 6.60 / 8.91
<S²>: 2.00
Total charge: +1
Multiplicity: 3
LUMO level (alpha / beta) (hartree): -0.116 / -0.247

Atoms and positions in Å:
H 2.829 -1.550 -0.136
H 2.681 1.502 -0.367
C 2.260 0.585 -0.074
N -1.638 0.000 0.364
H 4.248 -0.440 0.048
H -2.019 -1.817 -0.747
H -3.120 -0.597 -1.131
C -2.068 -0.701 -0.832
C -1.713 1.430 0.104
H -1.402 -0.361 -1.596
H -2.296 -0.217 1.116
H 3.437 -0.740 -1.557
H -0.426 -0.149 2.560
N 1.168 0.457 0.465
Si 0.032 -0.564 1.214
H -2.750 1.924 -0.198
H -0.767 1.683 -0.549
H -0.173 -1.989 0.826
H -1.494 2.080 0.923
C 3.210 -0.538 -0.433

Atom charges from the Löwdin analysis, given in e for atoms 1 to 5: 0.068 0.120 -0.313 -0.314 0.106

---

# C4H13N3

2 unconnected molecules or ions with the total composition C4H13N3 (ωB97M-V/def2-TZVPD, the Open Molecules 2025 dataset).

## Properties
Kohn-Sham gap (eV): 8.64
Multiplicity: 1
SMILES: C=CNC.NCN
LUMO level (hartree): 0.034

Atoms and positions in Å:
H 2.795 0.123 2.583
C 1.312 0.362 1.077
H -2.423 -2.824 -1.578
N 1.551 1.665 0.643
H 1.464 -1.179 2.469
H -0.517 -2.198 -0.520
H -0.018 1.884 -0.726
C 1.883 -0.244 2.126
H 0.801 -0.230 0.332
H -0.249 -0.919 -1.754
C 0.432 2.413 0.116
N -1.845 -2.182 -2.104
H -2.377 -0.906 0.231
H 2.110 2.172 1.311
H -2.478 -1.640 -2.668
C -0.996 -1.474 -1.180
H -0.343 2.595 0.866
N -1.623 -0.474 -0.288
H 0.780 3.339 -0.345
H -1.990 0.283 -0.851

Atom charges from the Löwdin analysis, given in e for atoms 1 to 5: 0.041 -0.258 0.058 -0.104 0.033

---

# C4H13N3

3 unconnected molecules or ions with the total composition C4H13N3 (ωB97M-V/def2-TZVPD, the Open Molecules 2025 dataset).

## Properties
Kohn-Sham gap (alpha / beta) (eV): 6.09 / 6.10
Multiplicity: 1
LUMO level (alpha / beta) (hartree): 0.009 / 0.009

Atoms and positions in Å:
H 2.369 0.978 -1.683
C 0.729 0.670 -0.363
H 2.136 1.383 1.057
H 0.683 0.689 1.782
H 0.926 0.333 -2.481
H 1.930 -0.713 -1.459
H 0.422 -2.048 -0.071
H -3.474 -0.231 2.263
H -1.343 -2.247 0.121
C 1.400 0.579 0.971
C 1.524 0.291 -1.571
N -2.877 -0.410 1.419
N -0.315 1.474 -0.455
H -1.204 1.255 0.341
H -0.942 -0.709 0.541
H -0.722 -1.384 -1.271
C -0.544 -1.573 -0.215
N -1.941 0.375 1.379
H 1.914 -0.372 1.081
H -0.670 1.660 -1.385

Atom charges from the Löwdin analysis, given in e for atoms 1 to 5: 0.096 -0.444 0.096 0.076 0.086

---

# C4H13N3

C4H13N3 in the gas phase (ωB97M-V/def2-TZVPD, the Open Molecules 2025 dataset).

## Properties
Kohn-Sham gap (eV): 10.17
Multiplicity: 1
SMILES: NCC[C@H](N)CN
LUMO level (hartree): 0.036

Atoms and positions in Å:
H 1.330 -0.021 -2.201
C 0.292 0.165 -1.914
H 0.062 1.188 -2.219
C 0.875 0.872 0.603
N -0.122 -1.337 0.031
N -0.900 0.351 2.393
C 0.567 0.585 2.081
H 0.063 -1.945 -0.750
H 0.557 -1.607 0.730
H 0.679 1.949 0.492
N -0.586 -0.689 -2.718
H -0.984 -1.470 -2.231
C 0.037 0.089 -0.388
H -0.974 0.527 -0.291
H -1.279 -0.189 1.615
H 1.077 -0.304 2.451
H -1.295 1.289 2.347
H 1.910 0.744 0.249
H 0.726 1.432 2.753
H -1.372 -0.229 -3.144

Atom charges from the Löwdin analysis, given in e for atoms 1 to 5: 0.105 -0.240 0.112 -0.176 0.039

---

Energy above the lowest of the compared OMol25 structures with the same formula, charge and spin values, unit kcal/mol, following the record order: 44.5, 16.9, 4.5, 82.9, 88.6, 0.0, 0.0, 39.6, 116.6, 23.9.
DFT total energy values, unit eV, following the record order: -20221.00516, -18174.79638, -18175.33077, -18169.37544, -18169.12779, -28999.90946, -15205.63141, -8827.69589, -8824.35637, -8828.37427.
Largest force on an atom values, unit eV Å⁻¹, following the record order: 4.81, 0.47, 0.33, 4.38, 3.45, 1.47, 6.40, 1.22, 2.52, 2.11.